2 unconnected molecules or ions with the total composition CH6N3O at a distorted geometry. Source: the Open Molecules 2025 dataset; level of theory: the ωB97M-V functional and the def2-TZVPD basis.

The LUMO energy (alpha / beta) is -6.2 / -4.1 eV. Its total charge is +1. The energy relative to the best compared isomer or geometry (same formula, charge and spin) comes out at 95.13 kcal/mol.

Atoms and positions in Å:
O1 -2.586345 0.408460 -0.682711
N1 1.061381 1.307509 0.299013
N2 -1.825981 -0.688322 -0.384567
N3 1.406753 -1.068004 0.314049
C1 0.719519 0.019683 0.365857
H1 1.980735 1.701467 0.628707
H2 0.353735 1.877484 -0.177326
H3 -2.205597 0.523361 -1.597363
H4 0.911204 -1.935942 0.574531
H5 -2.240884 -1.041369 0.451691
H6 2.425480 -1.104327 0.208120

Cartesian forces, eV/Å:
1.77 -1.24 -1.43
0.01 -1.36 0.10
0.42 0.92 -0.56
-0.25 -0.58 0.92
0.08 1.45 -0.78
-1.33 -0.51 -0.67
0.65 0.19 0.71
-1.11 0.73 0.92
0.59 0.58 -0.40
-0.48 -0.22 1.18
-0.34 0.03 0.00

---

A molecular structure, CH6N3O at a distorted geometry. Source: the Open Molecules 2025 dataset; level of theory: the ωB97M-V functional and the def2-TZVPD basis.

Its multiplicity is 3. The LUMO energy (alpha / beta) is -3.8 / -6.3 eV. Its total charge is +1. The expectation value of S² is 2.0104. The energy relative to the best compared isomer or geometry (same formula, charge and spin) comes out at 33.04 kcal/mol.

Atoms and positions in Å:
O1 1.793257 0.407268 0.312916
N1 -1.020859 0.854367 0.402197
N2 0.913056 -0.398533 1.142352
N3 -0.060148 -0.794785 -1.032275
C1 0.017647 0.065121 0.189289
H1 -1.189833 1.139082 1.367742
H2 0.433855 -0.142752 -1.668242
H3 0.927921 0.115452 2.114963
H4 -1.357558 1.340594 -0.393495
H5 -0.955081 -0.964911 -1.582656
H6 0.497743 -1.620903 -0.852792

Cartesian forces, eV/Å:
4.02 -1.02 2.49
-1.31 0.36 1.52
1.57 4.02 -0.89
-0.13 1.61 -1.16
-3.99 -2.75 0.19
-0.41 0.29 -0.90
0.39 -1.12 -0.29
-0.20 -1.59 -2.05
-0.62 1.04 0.00
0.58 -0.29 1.54
0.12 -0.55 -0.46

---

A molecular structure, CH6N3OS at a distorted geometry. Source: the Open Molecules 2025 dataset; level of theory: the ωB97M-V functional and the def2-TZVPD basis.

The LUMO energy is -3.8 eV. Its total charge is +1. The energy relative to the best compared isomer or geometry (same formula, charge and spin) comes out at 62.15 kcal/mol.

Atoms and positions in Å:
S1 -3.610736 0.272994 -0.041360
O1 -0.128580 0.760025 0.416413
N1 2.065674 0.208841 -0.420902
N2 -2.065132 -0.616082 0.010518
N3 3.363635 -0.099375 -0.328548
C1 0.944808 0.338400 -0.071275
H1 3.942205 0.343817 -1.034896
H2 -1.819760 -0.917542 -0.832236
H3 -2.257924 -1.459552 0.654714
H4 -1.168359 0.043979 0.252658
H5 -2.970245 1.285111 0.775402
H6 3.704409 -0.160615 0.619510

Cartesian forces, eV/Å:
1.67 1.82 1.31
2.72 -0.38 -1.24
-2.21 0.64 0.58
-2.64 -0.64 5.32
-0.08 -0.59 -0.44
1.07 1.06 1.04
-0.25 -0.04 0.32
0.81 -2.00 -4.82
0.96 1.63 -1.24
-0.64 -0.50 0.47
-1.46 -1.21 -1.23
0.04 0.21 -0.06

---

> Look up the total charge of the third one.

+1